64
Properties=species:S:1:pos:R:3:forces:R:3 method="wB97M-V/def2-TZVPD" e_homo_ev=-11.912 spin_multiplicity=1 total_energy_ev=-37522.8738 e_lumo_ev=-2.493 relative_energy_kcal_mol=19.4 orbital_gap_ev=9.42 charge=+1
N 1.54437 -0.41768 1.25476 -3.2932 -1.2118 -0.1449
C 1.24763 -0.77069 -0.16816 2.2356 -1.6459 -1.3423
C 2.61131 -1.41732 -0.59363 -1.9143 -0.2904 -0.6285
C 0.07725 -1.77013 -0.35576 1.9943 0.9013 0.0281
N -1.09307 -1.00576 0.01945 -1.5870 -1.5794 0.9161
C -2.05660 -1.64929 1.08338 0.7145 0.6140 -1.3380
C -1.38873 -2.65493 2.00088 -1.0143 -0.1983 0.2847
H 2.51790 -0.23138 1.36475 0.6345 0.1939 0.3846
H 1.04882 0.37325 1.67473 0.1533 -0.0599 -0.5830
H 1.22284 -1.22855 1.84573 0.9779 0.7905 -0.5337
H 1.15809 0.07557 -0.84645 -0.5073 0.4327 0.7282
H 2.64994 -1.57142 -1.68552 0.1511 0.2043 0.4971
H 2.61571 -2.40475 -0.12773 0.6528 0.0720 0.1137
H 3.35607 -0.72871 -0.24241 0.9287 -0.1540 -0.1682
H 0.21813 -2.16418 -1.39514 -0.8034 0.5288 0.4797
H 0.31281 -2.66563 0.24290 -0.3823 0.5819 -0.1429
H -1.70907 -0.91859 -0.77798 0.2512 0.3804 -0.2860
H -2.35938 -0.81519 1.69887 -0.4566 0.2925 -0.0915
H -2.90347 -2.00171 0.47410 0.1537 -0.2919 0.7040
H -0.66334 -3.22988 1.46536 0.4480 -0.4160 0.2010
H -2.06609 -3.39561 2.46485 -0.0722 0.4949 -0.4404
H -0.98522 -2.10639 2.84384 0.6301 -0.0437 0.1116
H 1.88873 0.41339 4.26096 -0.0413 0.2507 0.3209
H 0.48728 0.91897 3.77724 -0.2955 0.4055 0.1963
O 1.24227 0.36061 3.55780 0.2089 -0.2483 0.3439
H -2.29983 4.09966 -0.72232 0.0986 -0.2984 0.5483
H -1.40398 3.61312 0.49555 -0.7223 -0.4210 -0.8252
O -1.64364 4.37480 -0.06379 0.1304 0.7570 0.3747
H 0.21800 4.42485 1.52597 0.3630 0.5665 -0.1187
H 1.53602 5.09513 0.96525 -0.4202 0.3041 -0.0537
O 1.16370 4.31272 1.37578 0.1446 -0.7019 0.2610
H -1.92359 -0.04835 -3.51234 0.6971 0.2432 0.0075
H -0.92363 1.07023 -2.75805 0.3318 -0.1507 -0.9618
O -1.75729 0.57058 -2.78427 -1.2184 -0.0175 0.8417
H 3.28580 -2.89762 2.48666 -0.2201 -0.1949 -0.5421
H 2.51983 -2.44869 3.62602 -0.7117 0.0250 0.2496
O 2.36012 -2.71414 2.71112 1.0209 -0.0388 0.3753
H 0.60853 -5.55746 0.93435 0.6035 0.4679 -0.0037
H 1.65508 -4.36633 0.67738 0.0480 -0.5487 0.5318
O 0.85349 -4.80123 0.37881 -0.5596 -0.1187 -0.4552
H 0.96895 -4.32742 -3.81793 -0.2420 -0.0054 -0.2545
H -0.18961 -3.62859 -4.64791 0.5992 -0.2271 0.5955
O 0.46107 -3.51593 -3.92606 -0.2626 0.1663 -0.2031
H -1.09906 1.13910 0.02099 0.0642 -0.7591 -0.1924
H -2.52128 1.81923 -0.09102 0.8569 -0.4810 0.1634
O -1.68138 1.75490 0.45709 -0.5357 1.1545 0.7939
H 1.03074 1.67817 -2.07021 0.1146 0.4158 -0.0637
H 0.44051 2.87537 -2.85236 0.0717 0.5111 0.4958
O 0.63367 1.92902 -2.91024 -0.1177 -0.9284 -0.1708
H 2.82053 2.56638 0.36367 -0.1426 -0.4414 0.4620
H 2.39737 2.39295 1.81468 -0.0066 -0.0896 -0.3949
O 2.65205 1.87335 1.03089 0.3053 0.8326 -0.1921
H -1.75843 2.18524 3.78773 0.1728 -0.0956 0.2317
H -1.18724 2.44440 2.43393 0.1158 -0.4389 -0.4762
O -0.92144 2.14140 3.30909 -0.2910 0.1940 0.2933
H -3.25044 1.41122 -2.11830 0.1312 0.5893 1.6445
H -4.27377 0.97461 -1.07295 0.3815 0.8714 0.2222
O -3.62442 1.69973 -1.21356 -0.9246 -1.2878 -1.8909
H -0.28419 5.11581 -2.41184 0.0460 0.2317 -0.1730
H -0.34609 4.37926 -1.05758 0.6431 0.1862 -1.2767
O 0.19771 4.45257 -1.91429 -0.3536 -0.1907 0.8891
H -1.13286 -2.00091 -3.38639 -0.1986 -0.2240 -0.2582
H -0.93773 -1.29539 -4.69907 -0.3063 -0.3589 -0.0457
O -1.61743 -1.78572 -4.20131 0.5262 0.4984 -0.0394